{"formula": "C5H22O8", "method": "ωB97M-V/def2-TZVPD", "symbols": ["C", "C", "C", "C", "C", "O", "H", "H", "H", "H", "H", "H", "H", "H", "H", "H", "O", "H", "H", "O", "H", "H", "O", "H", "H", "O", "H", "H", "O", "H", "H", "O", "H", "H", "O"], "coordinates": [[1.051, 2.469, 2.052], [0.303, 1.336, 2.696], [-0.746, 0.792, 2.094], [-1.765, -0.162, 2.396], [-2.141, -0.961, 1.397], [-2.884, -2.048, 1.701], [0.472, 3.131, 1.418], [1.598, 3.037, 2.806], [1.897, 2.180, 1.374], [0.752, 0.840, 3.581], [-1.012, 1.362, 1.168], [-2.195, -0.154, 3.377], [-2.228, -0.689, 0.336], [-2.684, -2.868, 1.230], [-1.169, -2.191, -3.702], [-0.039, -2.221, -2.855], [-0.454, -2.811, -3.502], [1.958, -2.582, -2.219], [1.879, -3.502, -1.015], [1.687, -2.593, -1.292], [-4.028, 1.257, -0.637], [-2.850, 2.084, 0.044], [-3.076, 1.324, -0.499], [0.474, -0.706, -4.476], [0.919, 0.222, -3.436], [0.103, -0.274, -3.694], [2.917, 0.000, -1.783], [1.504, 0.549, -1.503], [2.133, 0.346, -2.220], [2.271, -1.300, 2.837], [2.780, -0.054, 2.239], [2.899, -0.593, 3.037], [-0.750, 1.297, -1.348], [0.426, 2.170, -0.871], [-0.003, 1.314, -0.734]], "forces_ev_per_angstrom": [[1.6445, -0.0855, -0.1297], [0.4691, -1.1537, 0.3911], [-0.9040, 3.2532, -1.6902], [0.6963, -0.3834, -0.1972], [-1.0757, -0.1867, -0.1448], [-1.2352, -1.1694, 0.6760], [-0.4983, 0.1164, 0.2829], [-0.3519, 0.3197, 0.0699], [-0.5385, -0.4207, 0.4105], [-0.3272, 0.6670, -0.4021], [0.3915, -0.7110, 0.6126], [0.1738, -1.0080, 0.5949], [1.3276, -0.0556, 0.4011], [0.1537, 0.6958, -0.2539], [-0.2253, -0.4489, -0.4958], [0.4214, -0.4368, 0.1325], [-0.3998, 0.3573, 0.3823], [-0.0458, 0.0966, 0.0914], [-0.1647, 0.2890, -0.0259], [0.2871, -0.3371, -0.0498], [0.1943, 0.3999, 0.2807], [-0.5055, -0.0043, 0.0812], [0.2965, -0.2808, -0.5122], [-0.5830, -0.2843, -0.0641], [-0.8400, -0.3799, 0.3219], [1.0785, 0.9339, -0.6057], [0.0039, -0.0675, -0.1029], [-0.1202, -0.2344, -0.1089], [0.5954, 0.3790, 0.5057], [0.0926, -0.1099, 0.3599], [0.2350, 0.1214, 0.3784], [-0.3094, -0.0467, -0.7452], [-0.0012, -0.1116, 0.0173], [-0.2092, -0.0446, 0.0134], [0.2739, 0.3314, -0.4751]], "gap_ev": 8.07, "spin_multiplicity": 1, "total_charge": 0, "smiles": "C/C=C/C=C/O.O.O.O.O.O.O.O", "de_lowest_kcal_mol": 67.6}

***

{"formula": "C5H23N10O6", "method": "ωB97M-V/def2-TZVPD", "symbols": ["O", "H", "H", "H", "C", "O", "N", "N", "H", "H", "H", "H", "C", "O", "N", "N", "H", "H", "H", "H", "C", "O", "N", "N", "H", "H", "H", "H", "C", "O", "N", "N", "H", "H", "H", "H", "C", "O", "N", "N", "H", "H", "H", "H"], "coordinates": [[0.276, 0.604, 0.132], [0.211, -0.261, 0.600], [0.654, 0.324, -0.752], [-0.628, 0.981, -0.051], [1.700, -2.785, 2.288], [1.802, -2.084, 3.299], [2.095, -2.369, 1.067], [1.278, -4.080, 2.382], [1.921, -3.024, 0.324], [2.410, -1.428, 0.852], [1.506, -4.732, 1.658], [0.747, -4.272, 3.211], [0.024, -0.212, -3.437], [0.647, 0.248, -2.465], [-1.311, -0.017, -3.525], [0.601, -0.818, -4.498], [-1.753, -0.462, -4.309], [-1.794, 0.671, -2.982], [1.600, -0.754, -4.567], [-0.053, -1.152, -5.177], [4.004, 0.773, -0.048], [2.968, 0.150, 0.210], [4.239, 2.019, 0.434], [4.866, 0.458, -1.044], [4.833, 2.685, -0.016], [3.841, 2.275, 1.322], [4.671, -0.449, -1.442], [5.683, 0.981, -1.278], [-2.080, -0.768, 2.580], [-1.305, -1.022, 1.659], [-2.179, 0.409, 3.218], [-2.960, -1.712, 3.051], [-3.070, 0.632, 3.624], [-1.508, 1.142, 3.080], [-3.516, -1.548, 3.867], [-2.968, -2.587, 2.560], [-2.981, 2.490, -0.679], [-1.811, 2.106, -0.566], [-3.376, 3.036, -1.866], [-3.871, 2.705, 0.334], [-2.772, 2.936, -2.659], [-4.308, 3.411, -1.840], [-4.857, 2.568, 0.219], [-3.474, 2.930, 1.229]], "forces_ev_per_angstrom": [[0.3755, -0.7905, -0.4881], [-0.6562, 0.2473, 0.8063], [0.0132, 0.7132, -0.5287], [-0.2319, 0.1296, 0.1236], [0.9327, 1.0177, 2.0105], [-0.6293, -0.1567, -0.8199], [-0.3988, -0.6296, -0.9188], [-0.1635, 0.3891, -0.3949], [0.1106, 0.3680, -0.3035], [0.2374, -0.1822, 0.2799], [-0.3907, -0.3534, 0.2172], [0.2290, -0.5451, -0.0319], [0.4544, 1.6398, 1.3851], [0.3097, -0.5470, -0.5073], [-0.2738, -0.9978, -0.8612], [-0.5941, 0.1082, 0.9742], [-0.6087, 0.3964, 0.1074], [0.1197, -0.1222, 0.3332], [-0.0455, -0.3975, -0.3340], [0.7689, -0.1940, -0.7402], [-0.9199, 1.6121, -1.2405], [1.1783, -0.2744, 0.2468], [-0.2419, 0.3363, 1.3114], [-0.7994, -1.6218, -0.0206], [0.2956, -0.1213, 0.0004], [-0.1619, 0.0228, -0.2128], [0.4559, 0.2439, -0.3223], [0.2287, -0.0781, 0.1178], [-0.1868, -1.4054, -0.3824], [0.1247, 0.2551, 0.1559], [-0.1796, 0.9449, 0.3848], [0.4685, 0.4330, -0.6858], [0.1806, 0.2053, 0.2625], [0.0057, -0.0915, -0.1716], [-0.0205, -0.2476, 0.0789], [-0.1466, -0.0741, 0.1934], [1.0298, 1.6955, -0.9878], [-0.3933, -0.6041, 0.5531], [-0.5171, -1.0366, 1.0352], [0.5108, -0.5356, 0.3254], [-0.3200, 0.1665, -0.2544], [0.1496, 0.3049, -0.9213], [-0.0564, 0.2138, 0.0672], [-0.2434, -0.4369, 0.1577]], "gap_ev": 9.00, "spin_multiplicity": 1, "total_charge": 1, "de_lowest_kcal_mol": 30.6}

***

{"formula": "C5H23N10O6", "method": "ωB97M-V/def2-TZVPD", "symbols": ["O", "H", "H", "H", "C", "O", "N", "N", "H", "H", "H", "H", "C", "O", "N", "N", "H", "H", "H", "H", "C", "O", "N", "N", "H", "H", "H", "H", "C", "O", "N", "N", "H", "H", "H", "H", "C", "O", "N", "N", "H", "H", "H", "H"], "coordinates": [[-1.647, -0.970, 0.722], [-1.090, -1.076, -0.053], [-1.214, -0.521, 1.453], [-2.336, -0.406, 0.363], [-1.474, -2.204, -4.005], [-0.662, -1.979, -3.107], [-2.792, -2.156, -3.831], [-1.161, -2.394, -5.191], [-3.284, -1.976, -2.968], [-3.305, -2.695, -4.514], [-0.153, -2.325, -5.203], [-1.772, -2.289, -5.988], [0.588, 0.848, 5.073], [-0.168, 1.030, 4.165], [1.557, 1.644, 5.563], [0.574, -0.161, 5.843], [2.186, 1.300, 6.274], [1.719, 2.579, 5.219], [-0.086, -0.901, 5.651], [1.179, -0.339, 6.632], [-4.696, 2.231, -2.081], [-4.015, 1.702, -1.202], [-5.720, 2.941, -1.795], [-4.266, 2.125, -3.313], [-5.932, 3.192, -0.840], [-6.272, 3.183, -2.606], [-4.805, 2.485, -4.087], [-3.434, 1.594, -3.533], [3.526, -2.497, 1.894], [2.463, -2.251, 1.377], [3.769, -2.403, 3.138], [4.624, -2.698, 1.259], [4.755, -2.187, 3.145], [3.073, -2.058, 3.784], [5.505, -2.619, 1.747], [4.696, -2.760, 0.253], [2.039, 1.944, -1.037], [0.860, 2.072, -0.979], [2.499, 0.891, -1.647], [2.981, 2.774, -0.639], [1.818, 0.159, -1.793], [3.485, 0.727, -1.503], [2.585, 3.676, -0.416], [3.805, 2.771, -1.224]], "forces_ev_per_angstrom": [[-0.7675, -0.5218, -0.4144], [1.4981, -0.5164, -0.6884], [0.8580, 0.5577, 0.8332], [-1.3599, 0.9217, 0.0178], [-1.5494, 1.9192, 6.4633], [0.3744, -0.0269, 0.7019], [-3.2608, -0.3478, 0.3064], [3.5092, -1.2889, -6.2413], [0.6356, -0.1594, -0.0874], [-0.3547, 0.2402, 0.3136], [0.0802, -0.1838, -1.3941], [0.4763, -0.0246, 0.1950], [1.3669, 2.8133, 0.0504], [-1.2033, 0.6426, -2.1273], [1.7310, 2.9037, -0.5251], [-1.4997, -7.0224, 3.1138], [-0.2491, 0.3595, -0.3165], [-0.0815, -0.3287, -0.0678], [0.0936, 0.1429, 0.0267], [-0.2335, 0.3289, -0.3244], [4.0754, -2.2625, 2.4079], [0.5227, -0.7691, 1.2827], [-3.6178, 2.1605, -0.5578], [-0.1185, 0.0791, -3.7378], [-0.1256, -0.2054, -0.4411], [-0.5238, 0.6349, 0.8103], [0.3052, -0.0448, 0.0291], [-0.3392, 0.1013, 0.3752], [-3.5119, 1.4674, -2.4758], [-2.2865, -0.3995, -1.1689], [1.2194, 0.1528, 5.5881], [4.8625, -1.2182, -3.9735], [-0.4454, 0.2527, 2.3757], [0.4765, 0.1489, -0.1654], [-0.0861, -0.4082, -0.5337], [-0.3826, 0.0824, 0.3189], [-0.5348, -0.5981, -0.9536], [-3.7959, 1.3681, 1.3585], [2.1202, -3.0131, -1.4145], [1.4063, 2.5624, 1.1642], [0.5754, -0.1263, -0.1414], [-0.3203, -0.9036, -0.3072], [0.4578, 0.1528, 0.0343], [0.0031, 0.3766, 0.2905]], "gap_ev": 8.94, "spin_multiplicity": 1, "total_charge": 1, "de_lowest_kcal_mol": 139.2}

***

{"formula": "C5H23N2O6", "method": "ωB97M-V/def2-TZVPD", "symbols": ["C", "O", "C", "C", "C", "C", "N", "N", "H", "H", "H", "H", "H", "H", "H", "H", "H", "H", "H", "H", "H", "H", "H", "O", "H", "H", "O", "H", "H", "O", "H", "H", "O", "H", "H", "O"], "coordinates": [[-1.686, 1.274, 0.796], [-2.157, 0.097, 1.345], [-0.221, 1.507, 1.321], [0.477, 2.437, 0.317], [0.911, 1.802, -1.010], [2.821, 0.306, -0.547], [1.374, 0.439, -0.880], [-0.207, 2.096, 2.649], [-2.139, 2.215, 1.128], [-1.688, 1.270, -0.307], [0.360, 0.598, 1.302], [1.334, 2.935, 0.813], [-0.100, 3.354, 0.172], [1.624, 2.322, -1.642], [-0.054, 1.658, -1.532], [2.952, 0.419, 0.524], [3.146, -0.585, -1.084], [3.394, 1.073, -1.068], [0.839, -0.138, -0.157], [-1.148, 2.070, 3.013], [0.362, 1.573, 3.292], [2.491, -1.712, 1.500], [1.530, -2.703, 1.039], [2.454, -2.665, 1.377], [-0.178, -1.457, 1.340], [-0.724, -1.726, -0.212], [0.109, -1.635, 0.422], [-2.283, -0.595, 0.624], [-2.720, -2.384, -0.737], [-2.077, -1.666, -0.712], [-1.182, -3.239, -1.052], [0.127, -3.232, -1.816], [-0.675, -3.763, -1.728], [-3.026, -0.284, -2.810], [-1.842, -1.097, -2.467], [-2.199, -0.566, -3.213]], "forces_ev_per_angstrom": [[2.2192, -0.1720, 0.2764], [-0.9282, -0.2651, 0.0384], [-0.2052, 0.7496, -1.4002], [1.3575, 1.4953, 1.5286], [-1.6000, -1.3588, -1.4564], [-0.6084, 0.1325, -2.7453], [1.6413, 1.7472, 3.4637], [-0.3395, 0.0869, -0.2831], [-0.8844, -0.2682, 0.0367], [-0.1510, -0.1231, 0.2601], [-0.1852, -0.6002, 0.3763], [0.1940, -0.7890, -0.1027], [-0.5593, -0.3414, -0.6574], [-0.1148, 0.4494, 0.2387], [0.2926, 0.3299, -0.3863], [0.0328, -0.5762, 0.1963], [0.2181, -0.6489, 1.1105], [-0.2591, 0.4235, 0.2419], [-0.5068, -0.9611, -1.4760], [-0.1222, 0.0591, 0.2364], [0.1963, -0.1010, 0.1231], [0.4646, 0.0444, 0.2455], [0.5281, -0.4166, -0.0604], [-0.7103, 0.2481, -0.1841], [-0.4695, -0.2520, -0.9343], [-0.7965, 0.0345, 0.9784], [1.0026, 0.6161, 0.4325], [0.0287, 0.2794, -0.0011], [0.0091, 0.2531, 0.0397], [-0.0027, 0.3003, 0.3479], [0.4790, -0.5639, -1.0543], [-0.0751, -0.2594, -0.0977], [-0.0691, 0.3047, 0.7111], [-0.0674, 0.0698, -0.1738], [-0.2802, -0.0098, -0.1321], [0.2711, 0.0827, 0.2628]], "gap_ev": [9.46, 5.18], "spin_multiplicity": 2, "s2": 0.75, "total_charge": 0, "de_lowest_kcal_mol": 13.3}

***

{"formula": "C5H23NO5", "method": "ωB97M-V/def2-TZVPD", "symbols": ["C", "C", "N", "C", "C", "C", "H", "H", "H", "H", "H", "H", "H", "H", "H", "H", "H", "H", "H", "H", "H", "O", "H", "H", "O", "H", "H", "O", "H", "H", "O", "H", "H", "O"], "coordinates": [[1.308, -1.950, 2.405], [1.217, -0.543, 1.564], [0.010, -0.346, 0.654], [-1.715, 0.790, 2.014], [-1.408, -0.509, 1.345], [-2.472, -0.794, 0.290], [0.802, -2.798, 1.846], [2.319, -2.145, 2.696], [0.962, -1.931, 3.410], [1.970, -0.491, 0.833], [1.285, 0.363, 2.112], [-0.079, -1.152, -0.066], [-2.567, 0.816, 2.600], [-1.571, 1.641, 1.290], [-0.963, 1.116, 2.735], [-1.295, -1.240, 2.170], [-3.123, -1.505, 0.559], [-2.019, -0.889, -0.798], [-2.981, 0.112, 0.104], [2.616, 2.288, -1.426], [1.574, 2.750, -0.290], [1.655, 2.471, -1.212], [2.942, -0.202, -0.688], [4.153, 0.526, -1.253], [3.814, -0.054, -0.556], [-1.668, 0.164, -2.597], [-1.744, -1.142, -3.438], [-1.315, -0.582, -2.748], [0.539, -0.533, -2.700], [1.569, 0.615, -2.828], [1.480, -0.363, -2.878], [-2.114, 2.499, -1.872], [-1.241, 1.377, -1.374], [-1.939, 1.643, -1.903]], "forces_ev_per_angstrom": [[-0.6029, 1.2894, -1.6715], [-2.4554, -2.2780, -0.6030], [-2.2033, -2.4841, 0.0673], [2.8565, 2.0722, -0.7499], [2.3637, 0.4117, -0.0647], [3.9403, 2.1047, -2.8781], [0.8905, 1.0259, 0.5992], [1.1082, -0.4180, -0.9392], [-1.4973, 0.4855, 0.7293], [1.3911, -0.2994, -0.3267], [0.1171, 0.4963, 1.1192], [0.9316, 1.6362, 1.4875], [-2.2788, 0.0730, 0.5328], [-1.0280, -0.7527, 0.3129], [0.5112, -0.5978, 0.2702], [-0.3258, -0.2736, -0.7263], [-2.2970, -2.8593, 0.6763], [-0.7261, -0.8232, 2.4126], [-1.0537, 1.0968, 0.1923], [-1.7485, 0.5230, 0.9294], [0.4434, -0.2600, -0.2503], [1.2730, -0.2341, -0.6933], [-4.3057, -0.6283, -1.2642], [-0.3523, -0.5087, 0.1780], [4.8123, 1.1047, 0.7806], [-4.8822, 8.6781, 0.8509], [0.3590, 1.2548, 0.9989], [4.5253, -10.7417, -2.6628], [0.0258, 0.1611, -0.1596], [-0.3339, -1.0027, -0.0023], [0.3997, 0.8997, 0.2073], [-0.8101, 5.8490, 0.4549], [2.3360, -0.1148, 2.0405], [-1.3836, -4.8858, -1.8484]], "gap_ev": 9.40, "spin_multiplicity": 1, "total_charge": 0, "smiles": "CCNC(C)C.O.O.O.O.O", "de_lowest_kcal_mol": 63.1}

***

{"formula": "C5H23NO7", "method": "ωB97M-V/def2-TZVPD", "symbols": ["C", "C", "C", "N", "C", "C", "O", "H", "H", "H", "H", "H", "H", "H", "H", "H", "H", "H", "H", "H", "O", "H", "H", "O", "H", "H", "O", "H", "H", "O", "H", "H", "O", "H", "H", "O"], "coordinates": [[-3.528, -0.237, 1.716], [-3.303, -1.631, 2.339], [-2.332, 0.732, 1.826], [-0.989, 0.140, 1.542], [-0.575, 0.751, 0.263], [0.867, 0.435, -0.053], [1.351, 0.884, -1.073], [-4.426, 0.232, 2.137], [-3.818, -0.307, 0.658], [-4.174, -1.915, 2.938], [-2.392, -1.635, 2.920], [-3.173, -2.236, 1.431], [-2.287, 1.120, 2.871], [-2.545, 1.569, 1.166], [-0.375, 0.534, 2.242], [-0.727, 1.843, 0.169], [-1.134, 0.334, -0.623], [1.643, 0.132, 0.698], [-0.617, -3.005, 0.576], [-1.339, -1.672, 0.240], [-1.058, -2.520, -0.123], [-0.604, 0.815, -4.349], [-0.273, -0.508, -4.709], [0.205, 0.322, -4.553], [4.202, 0.547, -2.031], [2.991, -0.211, -1.734], [3.830, 0.022, -1.306], [4.142, 0.546, 2.768], [3.788, 0.684, 1.348], [3.682, 0.050, 2.072], [-0.827, -2.859, -2.911], [0.470, -2.422, -3.576], [-0.391, -2.088, -3.292], [1.568, 3.187, 0.889], [1.230, 3.935, 2.286], [0.923, 3.350, 1.580]], "forces_ev_per_angstrom": [[-0.1057, 0.5135, -0.0755], [-0.3874, 0.7291, -1.2958], [-0.4703, -0.4928, 1.5962], [-1.2123, 1.3874, -1.1930], [0.1890, -1.5078, -0.8340], [1.4416, 2.2812, -0.2322], [-0.8744, -0.4675, -0.2104], [0.3599, 0.2076, 0.2441], [0.2891, -0.3161, 0.0451], [0.3308, -0.2700, -0.2051], [0.1362, -0.1855, 0.2311], [-0.0303, -0.6972, 0.9150], [-0.1839, -0.1769, -0.6364], [0.1412, 0.3027, 0.0316], [0.2512, -0.1773, 0.0878], [0.3148, -0.3267, 0.3925], [0.1962, 0.1296, 0.9353], [-1.0816, -0.7682, 0.1287], [-0.0229, 0.2142, 0.2610], [0.2983, -0.1353, 0.4444], [-0.1658, -0.1834, -0.6529], [0.5554, 0.7087, 0.2097], [0.7756, -0.3958, 0.0708], [-1.2398, -0.1526, -0.3186], [0.3242, -0.0091, 0.4253], [-0.0892, 0.0471, 0.6473], [0.2817, -0.0417, -0.9463], [-0.2297, -0.5261, 0.1182], [-0.1181, -0.5035, -0.4400], [0.3869, 0.9822, 0.2194], [-0.0286, 0.1410, 0.1599], [-0.0763, 0.1500, 0.1159], [0.0529, -0.3882, -0.1929], [0.3886, 0.4178, 0.2956], [0.4228, -0.2302, -0.6711], [-0.8199, -0.2602, 0.3294]], "gap_ev": 9.89, "spin_multiplicity": 1, "total_charge": 0, "smiles": "CCCNCC=O.O.O.O.O.O.O", "de_lowest_kcal_mol": 64.2}